1.
# C2H2ISSe4Sn

C2H2ISSe4Sn as an isolated structure (ωB97M-V/def2-TZVPD, OMol25).

Values from the calculation:
LUMO (alpha / beta)   0.1665 / 0.1663 Ha
Energy   -10593.3146 hartree
Expectation value of S²   0.76
Energy above the lowest of the compared OMol25 structures with the same formula, charge and spin   50.8 kJ/mol
Charge   -2
HOMO-LUMO gap (alpha / beta)   4.280 / 4.710 eV
2S+1   2

CARTESIAN COORDINATES (ANGSTROEM)
Sn1 -0.05043 1.18614 -0.15842
Se1 0.68335 -0.12143 -2.32417
Se2 -1.47740 -0.98944 -2.83955
Se3 -2.47280 -1.66805 -0.89314
Se4 -3.34462 0.17286 0.12136
I1 2.22226 -1.10427 1.99713
C1 0.26591 -0.66297 1.14457
H1 -0.40594 -0.65397 2.00468
H2 0.03525 -1.55522 0.56199
S1 2.57916 3.41382 0.05151
C2 1.96526 1.98253 0.33405

2.
# C14H13EuFO3

C14H13EuFO3 as an isolated structure at a distorted geometry (ωB97M-V/def2-TZVPD, OMol25).

Values from the calculation:
LUMO (alpha / beta)   -0.3093 / -0.3038 Ha
Energy   -1576.4862 hartree
Expectation value of S²   15.76
Charge   +2
HOMO-LUMO gap (alpha / beta)   7.426 / 7.586 eV
2S+1   8

CARTESIAN COORDINATES (ANGSTROEM)
C1 -1.17515 -3.95270 1.67158
C2 -1.22823 -2.53643 0.99445
C3 -1.42746 -1.32346 1.95992
C4 -1.44957 0.03236 1.41215
C5 -1.29223 0.19978 -0.03760
C6 -1.28484 1.65860 -0.64502
C7 0.01358 1.84496 -1.52275
C8 1.29806 1.57065 -1.14700
C9 1.90965 1.03931 0.16931
C10 1.52740 1.92264 1.40851
F1 1.64841 -0.37881 0.39590
C11 2.29591 1.92602 -2.30146
O1 3.45344 2.13330 -2.26674
O2 1.44270 1.94110 -3.40347
C12 0.15630 2.38494 -2.99171
O3 -0.57460 2.99426 -3.67088
C13 -1.12276 -1.00488 -1.05457
C14 -1.09994 -2.36650 -0.50741
H1 -0.65993 -3.89084 2.67119
H2 -0.65602 -4.69078 1.00241
H3 -2.23637 -4.28198 1.83643
H4 -1.55665 -1.43933 3.06135
H5 -1.57439 0.95886 2.01904
H6 -2.16059 1.68629 -1.35838
H7 -1.37089 2.45150 0.14032
H8 3.02706 1.13783 0.06110
H9 0.45545 2.22112 1.44531
H10 2.16216 2.84910 1.40892
H11 1.81211 1.33480 2.32376
H12 -1.03594 -0.75644 -2.14067
H13 -0.95809 -3.24275 -1.18727
Eu1 1.66145 -2.42252 0.25327